1.
C5H5Cl2NO4TbTl | wB97M-V/def2-TZVPD

As for the expectation value of S²: 12.60. Its orbital gap (alpha / beta) is 4.96 / 5.02 eV. The multiplicity is 7. As for the total charge: +4. For the molar mass, the calculation gives 577.31 g/mol. The value obtained for the energy relative to the best compared isomer or geometry (same formula, charge and spin) is 0.0 kcal per mole. For the LUMO energy (alpha / beta), the calculation gives -0.6497 / -0.6497 hartree.

Last column: Mulliken spin population.
Element x y z (Å)
Tl (-0.1518, -0.2849, -5.7106)  0.0008
Tb (-0.3999, -0.8161, 1.0861)  6.1248
Cl (-1.0133, 2.0860, -5.3846)  0.0000
Cl (1.7247, -2.1286, 1.1699)  -0.1362
C (-1.1693, -2.3946, 2.6774)  0.0249
C (-0.8905, 0.5445, -8.3388)  0.0000
C (0.2707, -2.0998, -6.7672)  0.0000
O (-1.4293, -3.1620, 3.4813)  0.0026
O (-1.1830, 0.7295, -9.4212)  0.0000
O (0.4378, -3.0087, -7.4422)  0.0000
C (0.7758, 0.1659, 4.1817)  -0.0036
C (0.1895, 1.2331, 3.3806)  -0.0039
N (0.1132, 2.5033, 3.7995)  -0.0013
O (-0.2772, 0.9896, 2.1848)  -0.0053
H (1.1812, 0.5845, 5.1130)  0.0006
H (1.6094, -0.3182, 3.6354)  -0.0051
H (0.0153, -0.5864, 4.4656)  0.0019
H (-0.3022, 3.2009, 3.2041)  0.0000
H (0.4987, 2.7619, 4.6853)  -0.0002

2.
C39H47BiN9O2S3Si2 | wB97M-V/def2-TZVPD

Its orbital gap is 6.40 eV. As for the total charge: -1. For the molar mass, the calculation gives 1035.22 g/mol. The value obtained for the energy relative to the best compared isomer or geometry (same formula, charge and spin) is 1.6 kcal per mole. For the LUMO energy, the calculation gives 0.0797 hartree.

Last column: Löwdin charge in e.
Element x y z (Å)
Bi (-1.0176, 0.5615, -0.4409)  1.0970
C (4.2608, 0.7728, 1.6424)  -0.0323
C (3.1890, 0.1305, 0.7818)  -0.2675
N (2.0863, 0.7253, 0.5110)  0.0218
N (1.9041, 1.9719, 1.0240)  -0.0780
C (1.2245, 2.7886, 0.3238)  -1.1006
S (0.5537, 2.4821, -1.2758)  0.4260
S (0.9815, 4.4094, 1.0265)  0.8277
C (2.1045, 5.3064, -0.1310)  -0.4175
C (3.5293, 5.1071, 0.2770)  -0.3053
C (4.0939, 5.9060, 1.2697)  -0.0596
C (5.3858, 5.6786, 1.7120)  -0.0968
C (6.1350, 4.6444, 1.1664)  -0.1050
C (5.5849, 3.8503, 0.1721)  -0.0955
C (4.2888, 4.0760, -0.2679)  -0.0468
C (3.4794, -1.1710, 0.1873)  -0.1251
C (4.3496, -2.0440, 0.8428)  -0.0761
C (4.7322, -3.2596, 0.3076)  -0.1411
C (4.2928, -3.5899, -0.9750)  -0.1301
C (3.4346, -2.7570, -1.6520)  -0.0518
C (2.9292, -1.5403, -1.0953)  -0.4017
O (2.0596, -0.8555, -1.7324)  -0.1446
H (4.0656, 1.8353, 1.7549)  0.0490
H (5.2481, 0.6301, 1.2060)  0.0785
H (4.2484, 0.3094, 2.6337)  0.0760
H (1.8021, 6.3503, -0.0695)  0.0728
H (1.8902, 4.9067, -1.1214)  0.0498
H (3.5021, 6.7055, 1.7006)  0.1093
H (5.8106, 6.3053, 2.4866)  0.0950
H (7.1437, 4.4607, 1.5143)  0.0938
H (6.1643, 3.0431, -0.2579)  0.1026
H (3.8586, 3.4408, -1.0339)  0.1170
H (4.7073, -1.7770, 1.8317)  0.0984
H (5.3698, -3.9344, 0.8663)  0.0777
H (4.6358, -4.5070, -1.4439)  0.0879
H (3.0914, -3.0235, -2.6462)  0.0987
C (-2.0020, -2.2533, 3.8469)  -0.0227
C (-2.2456, -1.4365, 2.6061)  -0.2747
N (-1.7685, -0.2617, 2.4364)  0.0258
N (-0.8137, 0.1354, 3.3193)  -0.0276
C (-0.5747, 1.4509, 3.5567)  -0.9296
N (0.5927, 1.7214, 4.1927)  0.0847
S (-1.7247, 2.6157, 3.2924)  0.5997
C (-3.0613, -1.9773, 1.5017)  -0.2293
C (-3.2507, -3.3533, 1.3625)  -0.0197
C (-4.0006, -3.8257, 0.2980)  -0.0654
C (-4.5605, -2.9206, -0.5867)  -0.0744
C (-4.2881, -1.5727, -0.3949)  -0.1493
N (-3.5495, -1.1135, 0.6029)  0.1017
H (-1.0185, -2.7205, 3.8338)  0.0597
H (-2.0337, -1.5802, 4.7063)  0.0883
H (-2.7632, -3.0209, 3.9768)  0.0725
H (-0.1029, -0.5614, 3.5404)  0.1192
H (1.3685, 1.1143, 3.9689)  0.0936
H (0.8381, 2.6995, 4.1686)  0.0774
H (-2.7904, -4.0462, 2.0532)  0.1036
H (-4.1381, -4.8907, 0.1600)  0.1044
H (-5.1555, -3.2477, -1.4277)  0.1052
H (-4.6678, -0.8210, -1.0820)  0.1129
C (-2.4693, -1.9017, -3.0552)  -0.2350
Si (-1.7460, -0.1301, -2.8701)  0.3939
C (-0.4095, 0.0884, -4.2040)  -0.2192
C (-3.2814, 0.9063, -3.3500)  -0.3290
C (-3.9133, 0.6606, -4.5726)  -0.1219
C (-5.0944, 1.2949, -4.9198)  -0.1069
C (-5.6649, 2.2044, -4.0389)  -0.1057
C (-5.0409, 2.4698, -2.8312)  -0.1124
C (-3.8518, 1.8343, -2.4627)  -0.3166
Si (-3.0095, 2.2616, -0.7940)  0.3771
C (-4.3675, 2.2453, 0.5297)  -0.2299
C (-2.4917, 4.0766, -1.0240)  -0.2442
H (-1.9567, -2.4786, -3.8277)  0.0193
H (-3.5248, -1.8491, -3.3281)  0.0170
H (-2.3913, -2.4602, -2.1254)  -0.0147
H (-0.5470, -0.5947, -5.0448)  0.0186
H (0.5776, -0.0959, -3.7727)  0.0059
H (-0.4120, 1.1099, -4.5871)  0.0244
H (-3.4728, -0.0547, -5.2616)  0.0985
H (-5.5751, 1.0749, -5.8661)  0.0923
H (-6.5977, 2.6946, -4.2934)  0.0927
H (-5.4927, 3.1855, -2.1512)  0.0910
H (-5.2299, 2.8488, 0.2349)  0.0153
H (-3.9717, 2.6514, 1.4596)  -0.0263
H (-4.7078, 1.2300, 0.7316)  -0.0005
H (-3.3518, 4.7129, -1.2498)  0.0207
H (-1.7711, 4.1742, -1.8349)  -0.0033
H (-2.0152, 4.4531, -0.1165)  0.0033
C (1.2881, -4.9018, 3.1418)  -0.0321
N (0.9269, -4.3734, 1.8428)  -0.0465
C (0.7106, -5.1914, 0.7888)  -0.0725
C (0.4144, -4.7045, -0.4322)  -0.0068
C (0.3716, -3.2754, -0.5715)  -0.3845
N (0.4510, -2.4868, 0.4949)  0.1987
C (0.7631, -2.9663, 1.7011)  -0.4987
O (0.9130, -2.2808, 2.7170)  -0.0160
N (0.2242, -2.7004, -1.7709)  0.1480
H (1.8273, -5.8409, 3.0258)  0.0860
H (0.3979, -5.0701, 3.7548)  0.0880
H (1.9165, -4.1726, 3.6465)  0.0888
H (0.8108, -6.2521, 0.9833)  0.1237
H (0.2801, -5.3518, -1.2859)  0.1014
H (0.2722, -3.3246, -2.5603)  0.1049
H (0.8032, -1.7928, -1.8777)  0.0536

3.
C9H9Cl5O5PRuSe | wB97M-V/def2-TZVPD

As for the expectation value of S²: 6.04. Its orbital gap (alpha / beta) is 8.20 / 5.58 eV. The multiplicity is 5. As for the total charge: +1. For the molar mass, the calculation gives 585.44 g/mol. The value obtained for the energy relative to the best compared isomer or geometry (same formula, charge and spin) is 14.3 kcal per mole. For the LUMO energy (alpha / beta), the calculation gives -0.1689 / -0.2621 hartree.

Last column: Mulliken spin population.
Element x y z (Å)
Ru (0.4804, -0.4467, 0.5712)  3.1631
Cl (1.4721, -1.5450, -2.0183)  0.0724
C (0.3439, -2.6257, -1.3140)  0.0263
C (-0.3402, -2.0627, -0.2405)  0.0690
C (-1.1799, -2.8526, 0.5377)  0.0174
Cl (-1.7846, -2.0478, 1.9155)  0.0585
C (-1.3820, -4.1983, 0.2389)  -0.0386
Cl (-2.3769, -5.1771, 1.2114)  -0.0037
C (-0.7039, -4.7477, -0.8750)  0.1355
Cl (-0.8841, -6.3906, -1.2265)  0.0415
C (0.1744, -3.9621, -1.6600)  -0.0384
Cl (1.0384, -4.6492, -2.9511)  -0.0022
O (3.6184, -0.1569, 3.0318)  0.0135
Se (2.4558, -0.1601, 2.0271)  -0.0310
O (1.7005, -1.6306, 1.6175)  0.1313
O (1.0728, 0.6428, 2.4232)  0.1257
O (2.7203, 0.3737, 0.5184)  0.1881
C (-1.7063, 3.1239, 0.8950)  0.0023
P (-0.4769, 2.5042, -0.2887)  -0.0057
C (1.1725, 3.0255, 0.2605)  0.0026
C (-0.8166, 3.1340, -1.9533)  0.0018
O (-0.6154, 0.9768, -0.3942)  0.0707
H (-1.6530, 4.2078, 0.9439)  0.0005
H (-1.4866, 2.7035, 1.8768)  -0.0013
H (-2.7021, 2.8179, 0.5798)  -0.0001
H (1.2770, 4.0987, 0.1230)  -0.0008
H (1.9418, 2.5002, -0.3098)  -0.0014
H (1.2897, 2.7858, 1.3193)  0.0017
H (-0.7732, 4.2184, -1.9499)  -0.0001
H (-1.8039, 2.8028, -2.2674)  0.0005
H (-0.0724, 2.7372, -2.6423)  0.0007

4.
C4H6N2O | wB97M-V/def2-TZVPD

Its orbital gap is 9.15 eV. As for the total charge: 0. For the molar mass, the calculation gives 98.11 g/mol. Its SMILES is [H]/N=c1\o[nH]cc1C. The value obtained for the energy relative to the best compared isomer or geometry (same formula, charge and spin) is 67.5 kcal per mole. For the LUMO energy, the calculation gives 0.0291 hartree.

Last column: Löwdin charge in e.
Element x y z (Å)
H (-0.5711, 2.7921, 0.0102)  0.0300
N (0.2001, 2.1702, 0.0658)  0.1454
C (-0.3284, 0.9947, -0.0542)  -0.3767
O (-1.7093, 0.8436, -0.1640)  0.0039
N (-1.9465, -0.5195, -0.1278)  -0.0157
C (-0.7422, -1.2373, 0.0416)  -0.0123
C (0.2677, -0.3535, -0.0461)  -0.2403
C (1.7465, -0.4416, -0.0836)  -0.0771
H (-2.6562, -0.7157, 0.5443)  0.1263
H (-0.8191, -2.2899, 0.1387)  0.1205
H (2.1810, 0.3564, -0.8218)  0.1091
H (2.1758, -0.1281, 0.8946)  0.0818
H (2.2017, -1.4715, -0.3977)  0.1053

5.
C4H8N4 | wB97M-V/def2-TZVPD

Its orbital gap is 8.88 eV. As for the total charge: 0. For the molar mass, the calculation gives 112.14 g/mol. Its SMILES is [H]/N=C(C=C)/C(N)=N/N. The value obtained for the energy relative to the best compared isomer or geometry (same formula, charge and spin) is 47.9 kcal per mole. For the LUMO energy, the calculation gives 0.0225 hartree.

Last column: Löwdin charge in e.
Element x y z (Å)
H (-2.5985, 1.6269, -0.0931)  0.0589
N (-1.5927, 1.6958, 0.0550)  0.1376
C (-1.0025, 0.5651, 0.0827)  -0.3192
C (-1.5896, -0.7669, -0.2973)  -0.1186
C (-1.3044, -1.9496, 0.2452)  0.0209
C (0.4644, 0.5915, 0.1012)  -0.3979
N (1.0719, 1.8313, 0.0987)  0.1239
N (1.0409, -0.5292, -0.1567)  -0.0208
N (2.4078, -0.5981, -0.0482)  0.0108
H (-2.5264, -0.6556, -0.8384)  0.0938
H (-1.9346, -2.8070, 0.0677)  0.0555
H (-0.3735, -2.0975, 0.7645)  0.0491
H (1.9180, 1.9027, 0.6436)  0.0845
H (0.3884, 2.5656, 0.2308)  0.0684
H (2.7289, -1.5196, -0.3175)  0.0773
H (2.9018, 0.1447, -0.5383)  0.0759

6.
C21H28N2O3S | wB97M-V/def2-TZVPD

Its orbital gap is 8.69 eV. As for the total charge: 0. For the molar mass, the calculation gives 388.53 g/mol. Its SMILES is CC[C@](C)(C(=O)NC1CCCC1)N(Cc1ccco1)C(=O)Cc1cccs1. The value obtained for the energy relative to the best compared isomer or geometry (same formula, charge and spin) is 35.2 kcal per mole. For the LUMO energy, the calculation gives 0.0255 hartree.

Last column: Löwdin charge in e.
Element x y z (Å)
C (2.2048, 1.4706, -2.5007)  -0.0805
C (1.8283, 2.3078, -1.2807)  -0.1683
C (0.9474, 1.6262, -0.2123)  -0.3508
C (0.5479, 2.7011, 0.8085)  -0.0038
C (1.6195, 0.5344, 0.6682)  -0.4583
O (0.9590, -0.0148, 1.5271)  0.0700
N (2.9560, 0.4111, 0.5675)  0.1334
C (3.6591, -0.6494, 1.2627)  -0.2996
C (3.8745, -1.8628, 0.3522)  -0.1272
C (5.1426, -1.5422, -0.4542)  -0.1754
C (5.8598, -0.4023, 0.2959)  -0.1877
C (5.0816, -0.2076, 1.6014)  -0.1435
N (-0.2132, 0.9828, -0.8527)  0.0402
C (-1.4684, 1.6873, -0.9457)  -0.0543
C (-2.3802, 1.4160, 0.2162)  -0.2672
C (-2.1958, 0.7490, 1.3891)  -0.0446
C (-3.4332, 0.8250, 2.0778)  -0.0527
C (-4.2700, 1.5303, 1.2747)  -0.1268
O (-3.6426, 1.8966, 0.1399)  0.0398
C (-0.0340, -0.2849, -1.2886)  -0.4405
O (1.0303, -0.8644, -1.1533)  0.0591
C (-1.1810, -0.9786, -2.0191)  -0.0928
C (-2.3029, -1.3621, -1.1157)  -0.5312
C (-3.6206, -1.0360, -1.2142)  -0.1393
C (-4.4065, -1.5990, -0.1843)  -0.1868
C (-3.6722, -2.3456, 0.6768)  -0.4062
S (-2.0070, -2.3807, 0.2520)  1.0674
H (2.9102, 2.0247, -3.1178)  0.0771
H (1.3256, 1.2567, -3.1045)  0.0773
H (2.6492, 0.5191, -2.2253)  0.0585
H (1.2813, 3.1862, -1.6382)  0.1162
H (2.7294, 2.6800, -0.7883)  0.1161
H (-0.1640, 2.3023, 1.5234)  0.0790
H (1.4414, 3.0033, 1.3514)  0.1030
H (0.1289, 3.5860, 0.3355)  0.0854
H (3.4086, 0.7329, -0.2711)  0.1188
H (3.0581, -0.8909, 2.1412)  0.1461
H (4.0249, -2.7495, 0.9670)  0.1145
H (3.0033, -2.0244, -0.2794)  0.0999
H (4.8883, -1.2338, -1.4684)  0.0984
H (5.7802, -2.4216, -0.5347)  0.1010
H (6.9050, -0.6402, 0.4888)  0.1012
H (5.8399, 0.5155, -0.2941)  0.0984
H (5.4784, -0.8599, 2.3791)  0.1143
H (5.1181, 0.8197, 1.9611)  0.1108
H (-1.2674, 2.7609, -1.0122)  0.1323
H (-1.9883, 1.4103, -1.8677)  0.1283
H (-1.3003, 0.2568, 1.7142)  0.0925
H (-3.6584, 0.4063, 3.0367)  0.1052
H (-5.2925, 1.8317, 1.3845)  0.1170
H (-1.5549, -0.3564, -2.8352)  0.1235
H (-0.7385, -1.8808, -2.4530)  0.1283
H (-4.0250, -0.4154, -1.9951)  0.1182
H (-5.4673, -1.4487, -0.0942)  0.1045
H (-4.0050, -2.8806, 1.5436)  0.0619

- The highest energy relative to the best compared isomer or geometry (same formula, charge and spin) belongs to which entry?
  C4H6N2O